ORCA calculation (ωB97M-V with the def2-TZVPD basis set) on C22H10BaCl5N3O3 as an isolated structure.

```
! wB97M-V def2-TZVPD RIJCOSX def2/J DEFGRID3
* xyz 0 1
Ba 6.1055 -12.2426 10.3321
O 12.7304 -13.1757 13.4541
C 12.5868 -12.3974 12.5212
O 13.3857 -11.6443 11.9561
C 11.1183 -12.3440 11.9364
C 10.2026 -13.2900 12.4019
C 8.9828 -13.4428 11.7851
N 8.6496 -12.7254 10.7313
C 9.5255 -11.8759 10.2092
C 10.7259 -11.6149 10.8259
C 9.1760 -11.3300 8.9129
C 10.1111 -11.4249 7.9156
C 9.7934 -10.8879 6.6868
C 8.5543 -10.3844 6.4155
C 7.6904 -10.1853 7.5350
N 8.0054 -10.6760 8.7319
C 7.9552 -14.4265 12.3288
C 8.3334 -15.3553 13.3011
C 7.5001 -16.4350 13.4997
C 6.3067 -16.5603 12.8268
C 5.9307 -15.5169 11.9675
N 6.7329 -14.5189 11.7278
H 10.6245 -13.8947 13.2772
H 11.4373 -10.9965 10.2347
H 11.1406 -11.8529 8.0805
H 10.4239 -10.9132 5.8527
H 8.2392 -10.0087 5.4368
H 6.8012 -9.6074 7.3431
H 9.2554 -15.3551 13.8505
H 7.7713 -17.1768 14.1859
H 5.6506 -17.4337 12.8602
H 5.0200 -15.4237 11.4861
Cl 5.4066 -12.7587 2.5324
C 5.1930 -12.9631 4.2840
C 3.9890 -12.6812 4.9218
Cl 2.7709 -11.9273 3.9245
C 3.8286 -12.8317 6.2898
Cl 2.2955 -12.7192 7.0358
C 4.9442 -13.0607 7.1570
O 4.8333 -13.1085 8.4411
C 6.1853 -13.2591 6.4866
Cl 7.5805 -13.5649 7.5101
C 6.3073 -13.2455 5.1064
Cl 7.8923 -13.3941 4.4633
*
```

Computed properties:
DFT total energy ... -96896.6723 eV
HOMO energy ... -7.93 eV
HOMO-LUMO gap ... 6.7 eV
Relative energy (zero: lowest compared OMol25 entry of this formula, charge and spin) ... 5.45 kcal per mole

ORCA calculation (ωB97M-V with the def2-TZVPD basis set) on a 2-piece molecular cluster, C4H12NOS overall.

```
! wB97M-V def2-TZVPD RIJCOSX def2/J DEFGRID3
* xyz 1 1
C 2.2728 -1.2567 0.3246
C 1.0244 -1.5946 1.1125
S -0.3608 -2.0754 0.0098
H 2.0474 -0.4990 -0.4279
H 2.6586 -2.1186 -0.2141
H 3.0226 -0.9111 1.0292
H 1.1824 -2.3740 1.8552
H 0.6831 -0.7555 1.7230
H -1.1758 -2.5204 0.9787
O -0.1900 2.7283 0.6567
C 0.0992 2.5064 -0.4793
C -0.6911 1.5114 -1.3190
N -1.6645 0.8377 -0.3888
H 0.9437 2.9826 -0.9997
H -1.2076 2.0440 -2.1134
H -0.0011 0.7752 -1.7286
H -2.5363 0.6690 -0.8755
H -1.1977 -0.0543 -0.0869
H -1.7983 1.4756 0.4066
*
```

Computed properties:
DFT total energy ... -18708.5288 eV
HOMO energy ... -13.47 eV
HOMO-LUMO gap ... 10.1 eV
Relative energy (zero: lowest compared OMol25 entry of this formula, charge and spin) ... 12.40 kcal per mole

ORCA calculation (ωB97M-V with the def2-TZVPD basis set) on a 2-piece molecular cluster, C4H14N2O overall.

```
! wB97M-V def2-TZVPD RIJCOSX def2/J DEFGRID3
* xyz 0 1
C 0.4085 0.4076 -1.0091
C 0.2166 -1.1039 -0.4739
C 0.8150 -1.4006 0.9234
C 0.1014 -0.7737 2.0356
N -1.3901 -0.9627 2.0725
N 1.7143 1.0399 -1.1991
H -0.2060 1.0074 -0.2975
H -0.0582 0.3843 -1.9921
H 1.0093 -1.6690 -0.8899
H -0.8078 -1.4263 -0.6271
H 0.9576 -2.4927 1.1827
H 1.8486 -1.0080 0.9338
H 0.1689 0.3713 2.0201
H 0.5107 -0.8620 3.1130
H -2.0124 -0.2286 2.1563
H -1.9695 -1.5634 1.4406
H 2.4476 0.3478 -1.1822
H 1.9178 1.6117 -1.9986
H -1.1227 2.8879 -2.0142
H -2.6093 2.9845 -1.9864
O -1.9401 2.4486 -2.2080
*
```

Computed properties:
DFT total energy ... -9400.5840 eV
HOMO energy ... -8.52 eV
HOMO-LUMO gap ... 9.4 eV
Relative energy (zero: lowest compared OMol25 entry of this formula, charge and spin) ... 69.71 kcal per mole

ORCA calculation (ωB97M-V with the def2-TZVPD basis set) on C22H30O2SiZn as an isolated structure.

```
! wB97M-V def2-TZVPD RIJCOSX def2/J DEFGRID3
* xyz 0 1
C 1.0715 1.9997 0.2288
C 0.1335 2.1215 -0.8205
C -1.1590 1.9392 -0.2775
H 0.3489 2.3150 -1.8568
C -1.0175 1.7075 1.1110
C 0.3588 1.7435 1.4270
H 0.7903 1.6040 2.4043
H 2.1417 2.0825 0.1352
H -2.0774 1.9505 -0.8387
H -1.8199 1.5288 1.8076
Zn 0.0000 0.0000 0.0000
C -1.4944 -3.8160 -5.4398
H -2.1915 -3.8213 -4.6066
H -1.7776 -3.0388 -6.1438
H -0.4910 -3.6225 -5.0712
Si -0.0815 -0.8833 -2.3545
C 1.5854 -0.8985 -3.2689
C 2.3790 0.2514 -3.3221
H 2.0267 1.1591 -2.8475
C 3.6173 0.2541 -3.9484
H 4.2080 1.1616 -3.9781
C 4.1042 -0.9100 -4.5285
H 5.0736 -0.9155 -5.0105
C 3.3355 -2.0651 -4.4886
H 3.7045 -2.9759 -4.9440
C 2.0907 -2.0525 -3.8731
H 1.4990 -2.9602 -3.8588
C -1.2347 0.1823 -3.4307
C -0.8331 0.7064 -4.6618
H 0.1308 0.4292 -5.0702
C -1.6477 1.5701 -5.3837
H -1.3087 1.9585 -6.3363
C -2.8959 1.9261 -4.8949
H -3.5330 2.5976 -5.4564
C -3.3185 1.4148 -3.6740
H -4.2929 1.6824 -3.2832
C -2.4944 0.5625 -2.9555
H -2.8381 0.1883 -1.9985
H -0.5752 -2.2956 -2.5987
H -1.5175 -4.7814 -5.9374
C 2.4480 -0.6857 1.1467
O 1.5959 -1.0849 0.0857
C 1.1247 -2.4014 0.3493
C -0.1663 -2.3386 1.1506
O -1.0466 -1.4867 0.4614
C -2.1625 -1.1884 1.2682
H 3.2499 -1.4329 1.3413
H 1.8779 -0.5019 2.0815
H 3.0071 0.2202 0.8589
H 0.9339 -2.9038 -0.6212
H 1.8629 -3.0591 0.8653
H -0.5879 -3.3657 1.2220
H 0.0667 -1.9513 2.1670
H -2.7710 -2.1045 1.4344
H -1.8701 -0.7440 2.2443
H -2.8164 -0.4785 0.7216
*
```

Computed properties:
DFT total energy ... -83687.4844 eV
HOMO energy ... -6.26 eV
HOMO-LUMO gap ... 6.2 eV
Relative energy (zero: lowest compared OMol25 entry of this formula, charge and spin) ... 0.00 kcal per mole

ORCA calculation (ωB97M-V with the def2-TZVPD basis set) on C26H24F5NOP2Sm as an isolated structure.

```
! wB97M-V def2-TZVPD RIJCOSX def2/J DEFGRID3
* xyz 1 6
C -0.3172 -3.4607 2.5712
C 0.1973 -2.9638 1.3825
C -0.7292 -2.5734 0.3814
C -2.1640 -2.3658 0.6844
C -2.4889 -2.5226 2.0541
C -1.6409 -3.2114 2.9373
C -3.0018 -1.8183 -0.3739
C -2.3724 -1.2837 -1.5525
C -0.9227 -1.5721 -1.7388
C -0.1789 -0.9733 -2.8107
C -0.8811 -0.3831 -3.8354
C -2.2183 -0.0115 -3.6589
C -2.8778 -0.3187 -2.4516
H 0.3458 -4.0200 3.2252
H -3.3138 -1.9544 2.4760
H -1.9548 -3.4614 3.9649
H -3.9384 -1.3122 -0.0427
H -0.3612 -0.1796 -4.7575
H -2.6936 0.6289 -4.4266
H -3.6773 0.3221 -2.1292
N -0.1640 -2.0117 -0.7077
Sm 0.8813 2.4801 1.2503
C 1.6672 -2.6790 1.1535
H 1.9247 -2.8597 0.1009
H 2.2894 -3.2965 1.8130
C 1.3150 -0.9198 -2.6498
H 1.6824 -1.8729 -2.2400
H 1.8013 -0.7032 -3.6116
P 2.0738 -0.8343 1.4816
P 1.8410 0.4256 -1.3954
C 1.4782 1.8629 -2.4859
H 1.9074 2.7720 -2.0435
H 1.9287 1.6956 -3.4759
H 0.3935 1.9937 -2.5944
C 3.6330 0.2779 -1.7422
H 3.8174 0.5713 -2.7832
H 4.1918 0.9366 -1.0748
H 3.9645 -0.7550 -1.5898
C 1.8138 -0.8812 3.2983
H 2.3758 -1.7156 3.7380
H 2.1705 0.0610 3.7321
H 0.7485 -0.9993 3.5211
C 3.8986 -1.0374 1.5042
H 4.3645 -0.0475 1.5743
H 4.1800 -1.6384 2.3814
H 4.2450 -1.5348 0.5927
C 3.5909 2.4075 0.9069
O 4.7347 2.5452 0.8153
H 0.1448 1.0376 0.8593
F -1.9007 3.2024 -1.9001
C -2.3174 3.2962 -0.6067
C -1.4632 2.9381 0.4359
C -2.0500 2.9989 1.6978
F -1.2056 2.6382 2.7777
C -3.3589 3.4240 1.9578
F -3.8480 3.4503 3.2145
C -4.1683 3.8483 0.8943
F -5.3982 4.3718 1.1094
C -3.6202 3.7711 -0.3828
F -4.3741 4.2153 -1.4259
*
```

Computed properties:
<S²> ... 8.8863
DFT total energy ... -80945.8947 eV
HOMO energy (spin up / spin down) ... -10.03 / -10.03 eV
HOMO-LUMO gap (spin up / spin down) ... 5.4 / 5.7 eV

ORCA calculation (ωB97M-V with the def2-TZVPD basis set) on a 2-piece molecular cluster, C10H11N2O4 overall.

```
! wB97M-V def2-TZVPD RIJCOSX def2/J DEFGRID3
* xyz 1 1
N -0.3290 -0.3260 -2.4230
C 0.8589 -0.5820 -2.4875
O 2.1979 -1.1049 -2.3736
C 2.1565 -2.1081 -1.3202
C 2.3319 -1.5767 0.1489
C 2.2617 -2.6609 1.2919
C 2.0167 -4.1527 0.8672
N 1.8751 -4.5759 -0.5249
C 1.9457 -3.6215 -1.6314
H 2.5073 -0.4569 0.3673
H 2.3846 -2.3411 2.3887
H 1.9222 -4.9799 1.6493
H 1.7130 -5.5701 -0.7943
H 1.8377 -3.9284 -2.7351
C -2.1108 2.3112 -0.9771
C -1.5932 3.0317 0.2489
C -1.8014 2.2736 1.5270
O -1.8591 3.3159 2.4912
C -2.3172 4.4237 1.8394
O -2.6686 5.4311 2.3809
O -2.3257 4.2287 0.4879
H -1.9168 2.9051 -1.8743
H -1.6312 1.3365 -1.0954
H -3.1941 2.1701 -0.9251
H -0.5400 3.3025 0.1101
H -0.9786 1.5895 1.7442
H -2.7452 1.7196 1.5579
*
```

Computed properties:
DFT total energy ... -21705.5370 eV
HOMO energy ... -12.51 eV
HOMO-LUMO gap ... 6.3 eV
Relative energy (zero: lowest compared OMol25 entry of this formula, charge and spin) ... 73.87 kcal per mole

ORCA calculation (ωB97M-V with the def2-TZVPD basis set) on C21H49ClHgN7O11 as an isolated structure.

```
! wB97M-V def2-TZVPD RIJCOSX def2/J DEFGRID3
* xyz 1 1
Hg 0.5519 0.2113 1.8345
Cl 1.0976 -1.8156 -1.3462
O 0.8477 -0.7236 -2.2253
O 2.5070 -1.9144 -0.9790
O 0.3289 -1.6800 -0.1089
O 0.6339 -2.9704 -2.0062
C -2.7997 -3.5999 -1.9509
C -3.8735 -2.5207 -1.9624
O -4.1705 -1.9268 -0.9156
N -4.4462 -2.2341 -3.1265
C -5.3881 -1.1786 -3.3086
H -2.7075 -4.1611 -2.9286
H -2.9769 -4.3455 -1.1847
H -1.8629 -3.1122 -1.8099
H -4.0658 -2.5600 -3.9879
H -5.0431 -0.1774 -3.1239
H -6.3178 -1.3527 -2.6849
H -5.7815 -1.1529 -4.3407
C -2.2777 0.5424 -0.9861
C -1.4074 1.5517 -0.3734
O -1.0135 1.4636 0.7967
N -1.1105 2.5455 -1.1691
C -0.3165 3.7052 -0.8448
H -3.2206 0.2756 -0.5431
H -1.6808 -0.4021 -0.8969
H -2.4850 0.6824 -2.0281
H -1.4196 2.4365 -2.1167
H -0.8145 4.2423 -0.0078
H -0.1826 4.4187 -1.6414
H 0.6463 3.3189 -0.6152
C -3.5821 -0.5351 2.1116
C -2.2653 -1.3152 2.1636
O -1.2489 -0.9189 2.7236
N -2.3663 -2.4444 1.4491
C -1.4104 -3.4963 1.4814
H -3.8283 -0.1396 1.1071
H -3.5106 0.2236 2.9051
H -4.4131 -1.2123 2.3691
H -3.1596 -2.4813 0.8216
H -1.7460 -4.4293 1.8728
H -0.6863 -3.3251 2.3312
H -0.9465 -3.6516 0.5472
C 2.7971 -3.0113 2.1838
C 2.4954 -2.2110 3.3514
O 2.0915 -1.0430 3.2236
N 2.7937 -2.7082 4.5958
C 3.0233 -1.9605 5.8484
H 3.5861 -3.7182 2.3877
H 2.8195 -2.4942 1.2323
H 1.8880 -3.5943 2.0569
H 3.0247 -3.6846 4.6135
H 2.3461 -2.2452 6.6307
H 2.7906 -0.9140 5.5484
H 4.0463 -2.1127 6.1612
C 4.0176 0.8611 1.4951
C 3.2028 1.2213 0.3466
O 1.9292 1.1628 0.4292
N 3.7014 1.6573 -0.7708
C 2.8636 1.9431 -1.8855
H 3.9979 1.6685 2.2773
H 5.0887 0.7157 1.2934
H 3.6606 -0.0018 1.9529
H 4.6457 1.5531 -0.9409
H 2.0632 1.2485 -1.9517
H 3.4697 1.8088 -2.8021
H 2.4940 2.9560 -1.8960
C -1.0059 0.4850 -4.4943
C 0.2488 1.4777 -4.5350
O 0.1270 2.4300 -3.7558
N 1.2314 1.1749 -5.3619
C 1.5554 -0.1679 -5.9179
H -0.9816 0.0181 -3.4982
H -1.0056 -0.2115 -5.3111
H -1.8464 1.0965 -4.6495
H 2.0150 1.8210 -5.3840
H 2.4763 -0.5472 -5.4640
H 1.7552 -0.0588 -6.9930
H 0.6545 -0.7749 -5.8902
C -1.1966 3.4358 3.8004
C 0.1929 2.9730 3.4922
O 0.5761 1.8081 3.5474
N 1.0937 3.9849 3.2595
C 2.4657 3.7016 2.8779
H -1.6328 4.1504 3.1039
H -1.0670 3.7663 4.8910
H -1.8139 2.5417 3.8685
H 0.7465 4.9453 3.4126
H 2.9189 2.9230 3.5450
H 3.0339 4.6416 2.9493
H 2.5337 3.4478 1.8243
*
```

Computed properties:
DFT total energy ... -72212.1080 eV
HOMO energy ... -11.65 eV
HOMO-LUMO gap ... 9.7 eV

ORCA calculation (ωB97M-V with the def2-TZVPD basis set) on C5H8O2 in the gas phase.

```
! wB97M-V def2-TZVPD RIJCOSX def2/J DEFGRID3
* xyz 0 1
C 1.3185 0.0004 -1.8817
C 0.0727 0.3895 -1.6434
O -0.9864 -1.7331 0.2060
C -0.8762 -1.2658 1.3110
C 0.0413 -0.1249 1.7131
O 0.5352 0.7010 0.7047
C -0.3531 1.0380 -0.3518
H 2.0917 0.1157 -1.1267
H 1.5989 -0.4568 -2.8251
H -0.7047 0.2636 -2.3952
H -1.4676 -1.6672 2.1631
H -1.3871 0.7666 -0.1080
H -0.4660 0.4478 2.5088
H 0.9111 -0.6063 2.1858
H -0.3284 2.1315 -0.4606
*
```

Computed properties:
DFT total energy ... -9407.6894 eV
HOMO energy ... -9.42 eV
HOMO-LUMO gap ... 10.3 eV
Relative energy (zero: lowest compared OMol25 entry of this formula, charge and spin) ... 49.41 kcal per mole

Repeat the seventh record exactly.
ORCA calculation (ωB97M-V with the def2-TZVPD basis set) on C21H49ClHgN7O11 as an isolated structure.

```
! wB97M-V def2-TZVPD RIJCOSX def2/J DEFGRID3
* xyz 1 1
Hg 0.5519 0.2113 1.8345
Cl 1.0976 -1.8156 -1.3462
O 0.8477 -0.7236 -2.2253
O 2.5070 -1.9144 -0.9790
O 0.3289 -1.6800 -0.1089
O 0.6339 -2.9704 -2.0062
C -2.7997 -3.5999 -1.9509
C -3.8735 -2.5207 -1.9624
O -4.1705 -1.9268 -0.9156
N -4.4462 -2.2341 -3.1265
C -5.3881 -1.1786 -3.3086
H -2.7075 -4.1611 -2.9286
H -2.9769 -4.3455 -1.1847
H -1.8629 -3.1122 -1.8099
H -4.0658 -2.5600 -3.9879
H -5.0431 -0.1774 -3.1239
H -6.3178 -1.3527 -2.6849
H -5.7815 -1.1529 -4.3407
C -2.2777 0.5424 -0.9861
C -1.4074 1.5517 -0.3734
O -1.0135 1.4636 0.7967
N -1.1105 2.5455 -1.1691
C -0.3165 3.7052 -0.8448
H -3.2206 0.2756 -0.5431
H -1.6808 -0.4021 -0.8969
H -2.4850 0.6824 -2.0281
H -1.4196 2.4365 -2.1167
H -0.8145 4.2423 -0.0078
H -0.1826 4.4187 -1.6414
H 0.6463 3.3189 -0.6152
C -3.5821 -0.5351 2.1116
C -2.2653 -1.3152 2.1636
O -1.2489 -0.9189 2.7236
N -2.3663 -2.4444 1.4491
C -1.4104 -3.4963 1.4814
H -3.8283 -0.1396 1.1071
H -3.5106 0.2236 2.9051
H -4.4131 -1.2123 2.3691
H -3.1596 -2.4813 0.8216
H -1.7460 -4.4293 1.8728
H -0.6863 -3.3251 2.3312
H -0.9465 -3.6516 0.5472
C 2.7971 -3.0113 2.1838
C 2.4954 -2.2110 3.3514
O 2.0915 -1.0430 3.2236
N 2.7937 -2.7082 4.5958
C 3.0233 -1.9605 5.8484
H 3.5861 -3.7182 2.3877
H 2.8195 -2.4942 1.2323
H 1.8880 -3.5943 2.0569
H 3.0247 -3.6846 4.6135
H 2.3461 -2.2452 6.6307
H 2.7906 -0.9140 5.5484
H 4.0463 -2.1127 6.1612
C 4.0176 0.8611 1.4951
C 3.2028 1.2213 0.3466
O 1.9292 1.1628 0.4292
N 3.7014 1.6573 -0.7708
C 2.8636 1.9431 -1.8855
H 3.9979 1.6685 2.2773
H 5.0887 0.7157 1.2934
H 3.6606 -0.0018 1.9529
H 4.6457 1.5531 -0.9409
H 2.0632 1.2485 -1.9517
H 3.4697 1.8088 -2.8021
H 2.4940 2.9560 -1.8960
C -1.0059 0.4850 -4.4943
C 0.2488 1.4777 -4.5350
O 0.1270 2.4300 -3.7558
N 1.2314 1.1749 -5.3619
C 1.5554 -0.1679 -5.9179
H -0.9816 0.0181 -3.4982
H -1.0056 -0.2115 -5.3111
H -1.8464 1.0965 -4.6495
H 2.0150 1.8210 -5.3840
H 2.4763 -0.5472 -5.4640
H 1.7552 -0.0588 -6.9930
H 0.6545 -0.7749 -5.8902
C -1.1966 3.4358 3.8004
C 0.1929 2.9730 3.4922
O 0.5761 1.8081 3.5474
N 1.0937 3.9849 3.2595
C 2.4657 3.7016 2.8779
H -1.6328 4.1504 3.1039
H -1.0670 3.7663 4.8910
H -1.8139 2.5417 3.8685
H 0.7465 4.9453 3.4126
H 2.9189 2.9230 3.5450
H 3.0339 4.6416 2.9493
H 2.5337 3.4478 1.8243
*
```

Computed properties:
DFT total energy ... -72212.1080 eV
HOMO energy ... -11.65 eV
HOMO-LUMO gap ... 9.7 eV

Copy entry 2 word for word.
ORCA calculation (ωB97M-V with the def2-TZVPD basis set) on a 2-piece molecular cluster, C4H12NOS overall.

```
! wB97M-V def2-TZVPD RIJCOSX def2/J DEFGRID3
* xyz 1 1
C 2.2728 -1.2567 0.3246
C 1.0244 -1.5946 1.1125
S -0.3608 -2.0754 0.0098
H 2.0474 -0.4990 -0.4279
H 2.6586 -2.1186 -0.2141
H 3.0226 -0.9111 1.0292
H 1.1824 -2.3740 1.8552
H 0.6831 -0.7555 1.7230
H -1.1758 -2.5204 0.9787
O -0.1900 2.7283 0.6567
C 0.0992 2.5064 -0.4793
C -0.6911 1.5114 -1.3190
N -1.6645 0.8377 -0.3888
H 0.9437 2.9826 -0.9997
H -1.2076 2.0440 -2.1134
H -0.0011 0.7752 -1.7286
H -2.5363 0.6690 -0.8755
H -1.1977 -0.0543 -0.0869
H -1.7983 1.4756 0.4066
*
```

Computed properties:
DFT total energy ... -18708.5288 eV
HOMO energy ... -13.47 eV
HOMO-LUMO gap ... 10.1 eV
Relative energy (zero: lowest compared OMol25 entry of this formula, charge and spin) ... 12.40 kcal per mole